A molecular structure, C31H43ClCuN3P. Source: the Open Molecules 2025 dataset; level of theory: ωB97M-V with the def2-TZVPD basis set.

Results
- Kohn-Sham gap (alpha / beta) (eV) = 7.81 / 6.18
- total charge = +2
- 2S+1 = 2
- highest occupied orbital energy (alpha / beta) (eV) = -14.26 / -14.26

Element x y z (Å)
Cu1 -0.198 -0.070 -0.044
C1 -2.125 3.454 2.297
C2 -2.368 2.100 2.924
C3 -3.418 1.945 3.825
C4 -3.712 0.714 4.384
C5 -2.977 -0.401 4.019
C6 -1.928 -0.293 3.117
C7 -1.143 -1.510 2.698
C8 -1.609 0.967 2.611
N1 -0.526 1.087 1.669
C9 0.482 1.844 1.890
C10 0.842 2.456 3.199
C11 1.354 2.118 0.674
C12 2.280 3.285 0.669
N2 1.152 1.355 -0.327
C13 1.771 1.518 -1.620
C14 3.084 1.096 -1.836
C15 3.960 0.600 -0.713
C16 3.595 1.201 -3.124
C17 2.829 1.721 -4.155
C18 1.538 2.159 -3.906
C19 0.986 2.070 -2.633
C20 -0.393 2.619 -2.351
H1 -3.065 3.999 2.224
H2 -1.703 3.382 1.293
H3 -1.457 4.070 2.905
H4 -4.015 2.811 4.086
H5 -4.525 0.621 5.092
H6 -3.215 -1.372 4.438
H7 -1.359 -2.356 3.349
H8 -0.068 -1.325 2.734
H9 -1.407 -1.811 1.675
H10 0.189 2.105 3.993
H11 0.794 3.546 3.163
H12 1.877 2.195 3.437
H13 1.779 4.170 1.064
H14 2.647 3.490 -0.334
H15 3.135 3.083 1.323
H16 3.380 0.200 0.114
H17 4.577 1.413 -0.318
H18 4.649 -0.168 -1.066
H19 4.612 0.875 -3.315
H20 3.247 1.805 -5.151
H21 0.947 2.587 -4.708
H22 -0.999 2.621 -3.256
H23 -0.330 3.655 -2.006
H24 -0.926 2.054 -1.583
C21 2.810 -3.847 1.133
C22 2.251 -2.421 1.096
P1 0.969 -2.146 -0.188
C23 -0.114 -3.616 0.002
C24 -1.459 -3.569 -0.721
C25 1.885 -2.457 -1.748
C26 1.247 -1.894 -3.020
H25 3.677 -3.875 1.794
H26 3.141 -4.187 0.150
H27 2.081 -4.560 1.518
H28 3.052 -1.712 0.895
H29 1.831 -2.153 2.066
H30 -0.260 -3.772 1.072
H31 0.478 -4.454 -0.367
H32 -2.138 -2.847 -0.267
H33 -1.937 -4.545 -0.664
H34 -1.349 -3.321 -1.779
H35 1.995 -3.538 -1.834
H36 2.884 -2.040 -1.614
H37 0.236 -2.279 -3.170
H38 1.837 -2.183 -3.889
H39 1.210 -0.801 -2.997
Cl1 -5.689 -1.033 -0.111
C27 -4.267 -0.809 -1.038
C28 -4.259 -0.999 -2.409
C29 -3.073 -0.793 -3.100
C30 -1.939 -0.429 -2.405
N3 -1.949 -0.259 -1.073
C31 -3.099 -0.434 -0.404
H40 -5.166 -1.293 -2.925
H41 -3.032 -0.915 -4.174
H42 -1.003 -0.247 -2.915
H43 -3.092 -0.258 0.669

***

A molecular structure, C31H43N6PReSSe in a non-equilibrium geometry. Source: the Open Molecules 2025 dataset; level of theory: ωB97M-V with the def2-TZVPD basis set.

Results
- Kohn-Sham gap (alpha / beta) (eV) = 4.86 / 5.49
- total charge = +4
- 2S+1 = 2
- highest occupied orbital energy (alpha / beta) (eV) = -19.15 / -19.15

Element x y z (Å)
Re1 -0.995 -0.179 -0.303
N1 -3.161 -0.467 -2.512
P1 -2.531 -1.637 -1.452
C1 -3.472 -3.170 -1.771
C2 -4.187 -3.326 -2.960
C3 -4.823 -4.528 -3.219
C4 -4.739 -5.579 -2.313
C5 -3.992 -5.436 -1.150
C6 -3.371 -4.232 -0.867
C7 -0.875 -2.142 -2.078
C8 -0.446 -2.087 -3.401
C9 0.734 -2.721 -3.752
C10 1.493 -3.385 -2.795
C11 1.095 -3.402 -1.465
C12 -0.089 -2.783 -1.099
C13 -3.008 0.877 -2.272
C14 -3.650 1.844 -3.061
C15 -3.480 3.181 -2.784
C16 -2.667 3.557 -1.710
C17 -2.061 2.569 -0.979
N2 -2.218 1.253 -1.238
H1 -3.848 -0.731 -3.215
H2 -4.240 -2.549 -3.706
H3 -5.383 -4.642 -4.137
H4 -5.265 -6.499 -2.514
H5 -3.911 -6.261 -0.460
H6 -2.817 -4.127 0.055
H7 -1.039 -1.578 -4.148
H8 1.057 -2.716 -4.781
H9 2.392 -3.905 -3.090
H10 1.684 -3.928 -0.731
H11 -0.466 -2.874 -0.074
H12 -4.261 1.533 -3.893
H13 -3.970 3.931 -3.385
H14 -2.502 4.595 -1.469
H15 -1.411 2.804 -0.144
C18 5.208 -2.114 0.617
C19 5.291 -2.006 2.125
C20 4.766 -0.701 2.714
C21 3.231 -0.644 2.829
N3 2.518 -0.527 1.567
C22 2.302 0.597 0.895
S1 1.269 0.506 -0.522
N4 2.906 1.721 1.219
C23 2.654 3.058 0.713
C24 3.877 3.968 0.882
C25 4.951 3.771 -0.184
C26 5.672 2.446 -0.113
H16 5.875 -2.901 0.269
H17 5.502 -1.188 0.130
H18 4.209 -2.390 0.277
H19 6.351 -2.074 2.407
H20 4.816 -2.867 2.601
H21 5.145 0.138 2.126
H22 5.148 -0.595 3.730
H23 2.941 0.202 3.459
H24 2.878 -1.553 3.318
H25 2.152 -1.379 1.167
H26 3.572 1.689 1.987
H27 1.825 3.484 1.291
H28 2.352 2.996 -0.336
H29 4.307 3.821 1.875
H30 3.531 5.000 0.838
H31 5.690 4.574 -0.052
H32 4.542 3.937 -1.184
H33 6.021 2.251 0.899
H34 6.535 2.447 -0.776
H35 5.036 1.619 -0.437
C27 -4.403 -0.193 2.118
N5 -3.979 1.131 2.475
C28 -4.764 2.123 2.964
C29 -3.962 3.206 3.187
N6 -2.700 2.858 2.830
C30 -1.569 3.739 2.920
C31 -2.715 1.586 2.388
Se1 -1.173 0.522 2.019
H36 -5.480 -0.208 1.965
H37 -4.161 -0.896 2.918
H38 -3.896 -0.503 1.199
H39 -5.817 2.004 3.135
H40 -4.197 4.177 3.580
H41 -1.852 4.732 2.567
H42 -0.748 3.349 2.318
H43 -1.241 3.835 3.958

***

A molecular structure, C31H44AlFNO6 in a non-equilibrium geometry. Source: the Open Molecules 2025 dataset; level of theory: ωB97M-V with the def2-TZVPD basis set.

Results
- Kohn-Sham gap (eV) = 7.33
- total charge = -1
- 2S+1 = 1
- highest occupied orbital energy (eV) = -4.98

Element x y z (Å)
C1 1.248 -3.888 -5.234
C2 0.971 -3.910 -3.720
C3 2.215 -3.606 -2.883
O1 3.293 -4.023 -3.272
O2 2.107 -2.928 -1.700
C4 1.557 -1.604 -1.971
C5 1.900 -0.601 -0.864
C6 0.698 -0.015 -0.048
C7 -0.257 0.700 -1.109
O3 -0.348 2.114 -0.852
C8 0.202 2.872 -1.841
C9 1.496 3.317 -1.757
C10 2.044 4.107 -2.736
C11 1.302 4.467 -3.839
C12 0.004 4.029 -3.925
C13 -0.540 3.243 -2.946
O4 1.363 1.069 0.569
Al1 0.784 1.296 2.261
C14 -0.484 2.780 2.730
C15 -1.876 2.772 2.043
C16 -2.376 4.206 1.717
C17 -3.465 4.191 0.633
O5 -2.991 3.667 -0.603
C18 2.387 1.508 3.539
C19 2.230 2.705 4.450
C20 2.889 3.998 4.010
N1 1.595 2.651 5.558
O6 0.257 -0.420 2.317
C21 -0.005 -0.990 1.021
C22 0.630 -2.393 1.221
C23 0.010 -3.564 0.467
C24 -0.780 -3.505 -0.658
C25 -1.293 -4.631 -1.261
C26 -1.006 -5.868 -0.753
C27 -0.188 -5.968 0.352
C28 0.293 -4.831 0.946
C29 -1.573 -0.964 1.039
C30 -2.176 -1.741 2.209
C31 -3.145 -2.865 1.793
F1 -2.961 -0.831 2.961
H1 0.551 -4.549 -5.761
H2 2.260 -4.200 -5.494
H3 1.073 -2.890 -5.652
H4 0.140 -3.226 -3.532
H5 0.587 -4.906 -3.477
H6 2.064 -1.257 -2.886
H7 0.493 -1.636 -2.221
H8 2.353 0.278 -1.327
H9 2.659 -1.005 -0.191
H10 -1.281 0.305 -1.152
H11 0.140 0.634 -2.130
H12 2.124 3.082 -0.903
H13 3.062 4.477 -2.654
H14 1.695 5.110 -4.620
H15 -0.618 4.322 -4.768
H16 -1.574 2.913 -2.986
H17 0.017 3.732 2.497
H18 -0.664 2.761 3.813
H19 -1.925 2.228 1.094
H20 -2.630 2.320 2.704
H21 -2.780 4.696 2.609
H22 -1.547 4.777 1.281
H23 -3.776 5.230 0.436
H24 -4.361 3.652 0.973
H25 -3.535 2.926 -0.876
H26 3.313 1.624 2.960
H27 2.463 0.638 4.202
H28 3.168 4.609 4.871
H29 2.177 4.549 3.384
H30 3.762 3.784 3.387
H31 1.234 1.702 5.669
H32 0.491 -2.608 2.282
H33 1.713 -2.388 1.069
H34 -1.045 -2.543 -1.085
H35 -1.933 -4.510 -2.131
H36 -1.404 -6.774 -1.201
H37 0.106 -6.916 0.793
H38 0.937 -4.939 1.817
H39 -1.814 0.086 1.233
H40 -2.030 -1.204 0.072
H41 -1.428 -2.107 2.910
H42 -2.990 -3.176 0.760
H43 -3.101 -3.699 2.499
H44 -4.156 -2.448 1.869

***

A molecular structure, C31H44BeGeNO4P2. Source: the Open Molecules 2025 dataset; level of theory: ωB97M-V with the def2-TZVPD basis set.

Results
- Kohn-Sham gap (eV) = 8.51
- total charge = +1
- 2S+1 = 1
- highest occupied orbital energy (eV) = -11.24

Element x y z (Å)
Be1 0.339 0.306 -0.095
C1 4.875 0.780 -1.982
C2 3.813 0.351 -0.967
C3 3.400 1.552 -0.134
C4 2.640 -0.291 -1.710
C5 3.065 -1.568 -2.449
O1 2.281 -2.617 -1.838
C6 1.456 -2.054 -0.968
N1 1.543 -0.776 -0.822
C7 0.565 -3.024 -0.294
C8 1.083 -4.300 -0.076
C9 0.306 -5.276 0.525
C10 -1.005 -4.991 0.876
C11 -1.534 -3.731 0.633
C12 -0.757 -2.729 0.063
P1 -1.397 -1.072 -0.350
C13 -1.894 -1.289 -2.080
C14 -2.851 -2.240 -2.436
C15 -3.175 -2.430 -3.768
C16 -2.540 -1.680 -4.752
C17 -1.586 -0.737 -4.404
C18 -1.262 -0.539 -3.068
C19 -2.925 -0.845 0.595
C20 -3.002 -1.197 1.944
C21 -4.145 -0.907 2.674
C22 -5.207 -0.244 2.074
C23 -5.126 0.128 0.740
C24 -3.992 -0.173 0.000
H1 5.728 1.220 -1.467
H2 4.467 1.540 -2.654
H3 5.251 -0.042 -2.593
H4 4.236 -0.419 -0.308
H5 2.999 2.339 -0.774
H6 4.267 1.958 0.390
H7 2.654 1.305 0.616
H8 2.213 0.442 -2.398
H9 4.112 -1.819 -2.295
H10 2.842 -1.568 -3.514
H11 2.097 -4.522 -0.377
H12 0.718 -6.259 0.703
H13 -1.625 -5.754 1.327
H14 -2.565 -3.530 0.889
H15 -3.346 -2.828 -1.672
H16 -3.920 -3.165 -4.042
H17 -2.795 -1.832 -5.793
H18 -1.099 -0.149 -5.170
H19 -0.532 0.212 -2.790
H20 -2.168 -1.683 2.434
H21 -4.200 -1.192 3.716
H22 -6.096 -0.017 2.646
H23 -5.949 0.649 0.270
H24 -3.941 0.115 -1.042
C25 1.127 -2.214 3.009
O2 0.165 -1.154 2.921
P2 0.465 0.234 2.162
O3 -0.574 1.145 2.938
C26 -1.651 1.875 2.323
O4 1.887 0.674 2.717
C27 2.107 0.979 4.110
H25 1.219 -2.488 4.058
H26 2.102 -1.901 2.634
H27 0.767 -3.069 2.441
H28 -1.581 2.905 2.662
H29 -2.593 1.436 2.639
H30 -1.571 1.844 1.237
H31 3.182 1.034 4.246
H32 1.688 0.200 4.746
H33 1.649 1.937 4.347
C28 1.218 3.805 1.602
Ge1 0.340 3.678 -0.154
C29 1.420 4.727 -1.412
C30 -1.396 4.591 -0.055
C31 0.087 1.862 -0.871
H34 1.286 4.861 1.872
H35 2.229 3.401 1.571
H36 0.669 3.295 2.393
H37 1.458 5.775 -1.111
H38 0.982 4.677 -2.411
H39 2.445 4.360 -1.470
H40 -1.280 5.555 0.444
H41 -2.160 4.024 0.476
H42 -1.763 4.780 -1.065
H43 0.704 1.861 -1.781
H44 -0.944 1.904 -1.253

***

8 unconnected molecules or ions with the total composition C31H44ClN8OP2. Source: the Open Molecules 2025 dataset; level of theory: ωB97M-V with the def2-TZVPD basis set.

Results
- Kohn-Sham gap (eV) = 4.86
- total charge = +1
- 2S+1 = 1
- highest occupied orbital energy (eV) = -9.37

Element x y z (Å)
C1 3.837 -1.524 3.458
C2 3.445 -2.678 2.603
C3 4.145 -3.979 2.804
N1 2.574 -2.462 1.673
P1 1.494 -3.521 1.077
P2 0.076 -4.534 2.495
O1 1.077 -5.218 3.551
Cl1 -0.551 -2.833 3.412
H1 4.504 -1.821 4.264
H2 2.945 -1.022 3.831
H3 4.368 -0.801 2.832
H4 5.090 -3.915 2.250
H5 4.423 -4.137 3.847
H6 3.612 -4.852 2.420
H7 2.001 -4.537 0.247
H8 0.656 -2.783 0.240
H9 1.796 -4.675 3.912
N2 -1.100 0.382 5.129
C4 -0.942 0.228 6.482
C5 -1.215 1.430 7.073
C6 -1.554 2.347 6.039
C7 -1.477 1.671 4.851
H10 -0.958 -0.339 4.448
H11 -0.652 -0.718 6.906
H12 -1.177 1.634 8.130
H13 -1.824 3.383 6.157
H14 -1.654 1.996 3.840
N3 -1.540 -0.964 -1.514
C8 -0.375 -0.237 -1.576
C9 -0.403 0.491 -2.733
C10 -1.625 0.197 -3.395
C11 -2.306 -0.699 -2.620
H15 -1.807 -1.590 -0.778
H16 0.372 -0.290 -0.801
H17 0.371 1.163 -3.064
H18 -1.969 0.605 -4.331
H19 -3.267 -1.164 -2.759
N4 -3.788 1.143 -6.833
C12 -4.137 1.874 -5.728
C13 -5.470 1.666 -5.496
C14 -5.942 0.771 -6.496
C15 -4.881 0.467 -7.304
H20 -2.871 1.112 -7.238
H21 -3.408 2.478 -5.214
H22 -6.045 2.105 -4.698
H23 -6.946 0.397 -6.609
H24 -4.811 -0.167 -8.171
N5 2.654 2.118 -4.401
C16 3.776 1.642 -5.022
C17 4.841 1.864 -4.191
C18 4.341 2.498 -3.020
C19 2.988 2.640 -3.180
H25 1.725 2.097 -4.782
H26 3.722 1.192 -5.998
H27 5.866 1.606 -4.399
H28 4.910 2.818 -2.164
H29 2.240 3.069 -2.536
N6 -1.538 5.473 -6.180
C20 -1.992 5.008 -4.977
C21 -0.919 4.515 -4.284
C22 0.229 4.690 -5.105
C23 -0.185 5.289 -6.266
H30 -2.113 5.883 -6.894
H31 -3.034 5.064 -4.713
H32 -0.955 4.079 -3.299
H33 1.243 4.421 -4.862
H34 0.365 5.592 -7.140
N7 4.528 -7.629 0.320
C24 4.452 -7.656 1.690
C25 5.721 -7.813 2.179
C26 6.598 -7.880 1.062
C27 5.833 -7.767 -0.067
H35 3.751 -7.538 -0.307
H36 3.504 -7.576 2.198
H37 5.993 -7.882 3.219
H38 7.667 -8.008 1.087
H39 6.106 -7.777 -1.108
N8 -4.926 3.117 6.132
C28 -5.937 3.868 5.598
C29 -6.291 4.815 6.521
C30 -5.459 4.628 7.658
C31 -4.628 3.575 7.386
H40 -4.466 2.348 5.679
H41 -6.318 3.667 4.611
H42 -7.060 5.559 6.396
H43 -5.470 5.202 8.570
H44 -3.853 3.114 7.975

***

- Which value of total charge does entry 2 give?
  +4